C32H65Br24GaNO3S as an isolated structure at a distorted geometry, computed with ωB97M-V/def2-TZVPD.

ORCA input file:
```
! wB97M-V def2-TZVPD RIJCOSX def2/J DEFGRID3
* xyz -1 1
C -1.917 -0.312 -0.595
C -1.306 -1.123 -1.759
O -2.159 -1.068 -2.894
C -1.469 -1.035 -4.127
C -0.810 0.301 -4.458
O -1.768 1.316 -4.643
C -1.368 2.611 -4.238
C -2.326 3.230 -3.197
O -3.681 2.951 -3.460
C -4.184 1.880 -2.600
Ga -5.985 1.110 -3.143
N -7.263 2.509 -3.833
C -8.264 2.094 -4.303
S -9.652 1.577 -4.960
H -1.665 -0.765 0.372
H -3.010 -0.259 -0.737
H -1.561 0.732 -0.611
H -1.188 -2.177 -1.438
H -0.311 -0.721 -2.017
H -0.708 -1.842 -4.184
H -2.217 -1.250 -4.911
H -0.250 0.162 -5.405
H -0.053 0.550 -3.696
H -0.345 2.614 -3.835
H -1.361 3.265 -5.133
H -2.200 4.326 -3.201
H -2.030 2.878 -2.188
H -4.170 2.275 -1.565
H -3.462 1.046 -2.712
H -5.739 -0.014 -4.256
H -6.651 0.453 -1.830
Br 0.590 1.188 -7.844
C 2.530 1.211 -7.866
C 3.114 0.241 -6.876
Br 2.995 0.867 -5.035
H 2.839 2.236 -7.688
H 2.814 0.920 -8.872
H 4.175 0.103 -7.071
H 2.608 -0.720 -6.907
Br 4.563 0.693 -10.982
C 2.908 0.404 -11.972
C 2.461 1.654 -12.682
Br 1.648 2.921 -11.449
H 2.167 0.049 -11.261
H 3.138 -0.387 -12.682
H 1.685 1.422 -13.407
H 3.282 2.163 -13.177
Br 1.926 5.212 -2.998
C 3.019 4.553 -1.534
C 3.462 3.131 -1.756
Br 2.033 1.849 -1.436
H 2.433 4.667 -0.627
H 3.883 5.213 -1.496
H 4.245 2.868 -1.048
H 3.816 2.962 -2.768
Br -7.097 3.489 1.318
C -7.541 5.181 0.459
C -7.213 5.192 -1.010
Br -5.308 5.339 -1.345
H -7.006 5.950 1.008
H -8.612 5.305 0.602
H -7.665 6.063 -1.480
H -7.537 4.292 -1.526
Br 0.130 -2.769 2.757
C -0.887 -2.010 4.233
C -1.815 -0.916 3.773
Br -0.860 0.725 3.373
H -0.163 -1.665 4.963
H -1.455 -2.839 4.651
H -2.516 -0.662 4.566
H -2.363 -1.182 2.874
Br -5.777 9.287 1.958
C -5.664 8.690 3.806
C -4.653 7.588 3.978
Br -5.309 5.899 3.282
H -6.664 8.378 4.092
H -5.377 9.568 4.381
H -4.455 7.420 5.035
H -3.720 7.798 3.464
Br -1.301 4.196 5.351
C -0.256 3.820 6.946
C 0.508 2.529 6.838
Br -0.658 0.988 7.029
H -0.954 3.815 7.778
H 0.433 4.656 7.052
H 1.235 2.448 7.642
H 1.015 2.420 5.883
Br 1.654 -5.990 5.709
C 0.302 -6.236 7.084
C -0.800 -5.218 6.969
Br -0.240 -3.470 7.617
H 0.812 -6.188 8.041
H -0.089 -7.239 6.932
H -1.645 -5.502 7.592
H -1.133 -5.083 5.944
Br 3.757 4.182 7.705
C 3.666 3.508 9.527
C 4.647 2.389 9.755
Br 4.047 0.738 8.925
H 2.641 3.193 9.695
H 3.894 4.358 10.166
H 4.733 2.173 10.818
H 5.628 2.610 9.347
Br 7.660 -2.859 -6.530
C 5.797 -2.451 -6.147
C 4.860 -3.221 -7.039
Br 4.813 -2.504 -8.851
H 5.687 -1.378 -6.251
H 5.643 -2.731 -5.107
H 3.840 -3.149 -6.670
H 5.142 -4.266 -7.126
Br 2.829 -9.881 6.102
C 1.523 -10.955 5.143
C 0.274 -10.178 4.826
Br -0.860 -9.966 6.395
H 1.325 -11.830 5.754
H 2.021 -11.257 4.225
H -0.334 -10.718 4.104
H 0.486 -9.181 4.452
Br 5.499 -6.612 2.268
C 5.426 -7.374 4.055
C 6.525 -8.379 4.283
Br 6.164 -10.059 3.372
H 4.438 -7.811 4.171
H 5.533 -6.534 4.738
H 6.592 -8.628 5.340
H 7.489 -8.031 3.927
*
```

Values from the calculation:
E_HOMO: -4.80 eV
Molecular weight: 2531.36 Da
HOMO-LUMO gap: 6.0 eV

Atomic partial charges in e from the Mulliken method, atoms 1 to 4: -0.56, -0.13, -0.31, -0.97


A 14-piece molecular cluster, C32H65F15N28O18S2 overall at a distorted geometry, computed with ωB97M-V/def2-TZVPD.

ORCA input file:
```
! wB97M-V def2-TZVPD RIJCOSX def2/J DEFGRID3
* xyz 0 1
O -1.867 -1.268 6.969
C -1.586 -0.020 6.535
N -1.536 1.100 5.696
C -0.504 0.861 4.589
S 1.144 0.656 5.460
O 2.342 0.914 4.471
O 1.338 1.659 6.639
F 1.401 -0.973 6.041
C -0.965 -0.225 3.448
C 0.130 -1.272 2.817
C -0.553 -2.749 2.439
O -1.146 -3.542 3.363
C -0.478 -3.142 0.815
C -1.914 -3.258 0.029
C -1.900 -3.598 -1.605
C -0.479 -3.813 -2.401
C 0.968 -3.705 -1.587
C 0.980 -3.359 0.034
N -1.760 0.552 2.391
C -2.082 1.931 2.992
O -3.200 2.661 2.927
C -0.620 2.266 3.721
F 0.338 2.180 2.593
C -0.749 3.695 4.521
C 0.182 4.900 3.859
C -0.652 5.909 2.863
F -1.715 6.569 3.710
F -1.376 5.236 1.760
C 0.296 7.180 2.329
F -0.516 8.222 1.670
F 0.818 7.810 3.599
C 1.606 6.661 1.479
F 1.457 5.247 0.966
F 2.694 6.521 2.525
C 2.206 7.713 0.392
F 2.143 9.147 0.850
F 3.687 7.420 0.302
S 1.548 7.634 -1.339
F 2.269 6.127 -1.709
F 0.037 6.968 -0.912
F 0.840 9.213 -1.082
F 2.973 8.494 -1.876
F 0.997 7.708 -2.961
H -1.798 -0.917 3.894
H 0.540 -0.767 1.817
H 1.080 -1.455 3.487
H -2.944 -3.093 0.589
H -2.923 -3.694 -2.171
H -0.486 -4.054 -3.566
H 1.972 -3.842 -2.200
H 1.996 -3.271 0.625
H -1.329 0.603 1.436
H -1.873 4.042 4.700
H -0.310 3.527 5.618
H 1.170 4.467 3.387
H 0.535 5.558 4.786
C -1.532 -2.043 -5.959
O -1.300 -2.566 -4.881
N -2.345 -0.980 -6.093
N -0.995 -2.484 -7.111
H -2.548 -0.536 -6.972
H -2.770 -0.617 -5.250
H -0.376 -3.283 -7.055
H -1.174 -2.067 -8.009
C 4.189 7.129 -5.265
O 4.873 7.788 -6.032
N 3.633 5.955 -5.613
N 3.932 7.518 -4.003
H 3.067 5.398 -4.995
H 3.802 5.626 -6.554
H 4.332 8.396 -3.701
H 3.371 6.988 -3.357
C 4.851 -1.071 8.586
O 5.802 -1.611 9.127
N 4.253 0.024 9.090
N 4.315 -1.521 7.438
H 3.468 0.483 8.659
H 4.625 0.396 9.954
H 4.735 -2.344 7.025
H 3.531 -1.090 6.977
C 0.822 7.403 7.230
O 0.559 6.320 6.733
N 0.941 7.585 8.558
N 1.018 8.512 6.495
H 1.157 8.469 8.986
H 0.801 6.775 9.148
H 0.938 8.419 5.490
H 1.236 9.413 6.886
C 0.582 2.838 -6.568
O 0.318 1.754 -7.065
N 0.701 3.020 -5.240
N 0.778 3.947 -7.304
H 0.917 3.904 -4.813
H 0.561 2.210 -4.651
H 0.698 3.854 -8.308
H 0.996 4.848 -6.913
C -1.827 -6.383 -7.418
O -1.144 -5.724 -8.185
N -2.384 -7.557 -7.766
N -2.085 -5.994 -6.157
H -2.950 -8.114 -7.148
H -2.215 -7.886 -8.708
H -1.685 -5.116 -5.854
H -2.646 -6.523 -5.510
C -4.264 -7.515 -2.871
O -3.580 -6.855 -3.639
N -4.820 -8.689 -3.219
N -4.521 -7.126 -1.610
H -5.386 -9.246 -2.602
H -4.651 -9.018 -4.161
H -4.121 -6.248 -1.308
H -5.082 -7.655 -0.963
C 3.656 12.877 -0.594
O 4.049 14.024 -0.737
N 4.346 11.953 0.099
N 2.499 12.434 -1.117
H 4.039 11.004 0.227
H 5.223 12.245 0.510
H 1.949 13.098 -1.647
H 2.159 11.494 -1.011
C -6.299 -12.060 -2.436
O -5.906 -10.913 -2.579
N -5.610 -12.984 -1.743
N -7.457 -12.503 -2.959
H -5.917 -13.933 -1.615
H -4.732 -12.692 -1.332
H -8.007 -11.839 -3.489
H -7.797 -13.443 -2.853
C 7.447 -1.343 5.395
O 6.292 -1.733 5.451
N 8.111 -0.878 6.469
N 8.160 -1.342 4.254
H 9.063 -0.553 6.443
H 7.611 -0.862 7.348
H 7.698 -1.684 3.422
H 9.113 -1.025 4.188
C 4.360 1.883 12.819
O 4.548 0.765 12.364
N 3.628 2.814 12.181
N 4.867 2.282 13.999
H 3.462 3.739 12.540
H 3.228 2.554 11.289
H 5.424 1.611 14.512
H 4.723 3.198 14.390
C -0.978 -4.479 -11.909
O -1.241 -5.563 -12.406
N -0.859 -4.297 -10.581
N -0.782 -3.370 -12.644
H -0.643 -3.413 -10.153
H -0.999 -5.107 -9.991
H -0.862 -3.463 -13.649
H -0.564 -2.469 -12.253
C -10.112 -12.635 -5.761
O -9.544 -12.226 -4.761
N -9.508 -13.423 -6.669
N -11.392 -12.336 -6.044
H -9.959 -13.770 -7.499
H -8.544 -13.673 -6.494
H -11.883 -11.745 -5.386
H -11.877 -12.663 -6.863
*
```

Values from the calculation:
E_HOMO: -8.48 eV
Molecular weight: 1479.15 Da
HOMO-LUMO gap: 4.8 eV

Atomic partial charges in e from the Mulliken method, atoms 1 to 4: -0.41, 0.63, -0.71, 0.63


Q: Which of these has the highest molecular weight?
A: C32H65Br24GaNO3S


Q: The highest E_HOMO belongs to which entry?
A: C32H65Br24GaNO3S


Q: What is the formula in the second record?
A: C32H65F15N28O18S2